The following is a DFT calculation (wB97M-V/def2-TZVPD) of the molecule C26H38N4.

## Properties
* highest occupied orbital energy: -0.270 hartree
* SMILES: CN(C)CCN(C)Cc1c2ccccc2c(CN(C)CCN(C)C)c2ccccc12
* gap between HOMO and LUMO: 7.165 eV
* energy above the lowest of the compared OMol25 structures with the same formula, charge and spin: 16.9 kJ/mol
* multiplicity: 1

```
68
Properties=species:S:1:pos:R:3:forces:R:3
C 6.355684 1.336659 1.641995 0.054 -0.092 -0.029
N 6.354761 0.057865 0.966904 0.048 0.017 0.021
C 7.307188 0.025332 -0.120527 -0.026 0.012 0.097
C 5.034131 -0.427434 0.618255 -0.231 0.072 -0.159
C 4.238075 0.430173 -0.394395 0.249 -0.081 0.187
N 2.970036 -0.113312 -0.838701 -0.039 -0.072 0.081
C 3.088019 -1.313655 -1.635321 -0.036 0.006 -0.018
C 1.980288 -0.245215 0.223775 0.110 -0.063 -0.114
C 0.592918 -0.476452 -0.328647 -0.096 0.015 0.051
C -0.032665 0.564552 -1.032088 -0.183 -0.376 0.081
C 0.667036 1.764056 -1.334423 0.074 0.495 -0.074
C 0.082862 2.782451 -2.020273 0.347 -0.110 0.227
C -1.245482 2.656897 -2.464463 -0.389 -0.220 -0.059
C -1.949767 1.523543 -2.200285 -0.206 0.390 -0.244
C -1.394714 0.439131 -1.465006 0.203 -0.315 0.170
C -2.115457 -0.724004 -1.149913 0.099 -0.054 -0.048
C -3.588240 -0.855240 -1.445487 -0.123 -0.011 0.013
N -4.374440 -1.083409 -0.234308 -0.040 0.063 -0.122
C -5.783534 -1.172856 -0.541667 0.077 -0.034 -0.040
C -4.073414 -0.188283 0.866902 0.038 0.303 0.137
C -4.406669 1.306359 0.649989 -0.026 -0.263 -0.016
N -3.837825 2.225773 1.616708 -0.022 0.040 0.065
C -4.265123 1.981585 2.976761 0.050 0.076 -0.100
C -2.402092 2.370927 1.520614 -0.035 0.024 0.002
C -1.462956 -1.798371 -0.521723 0.195 0.359 -0.111
C -2.146969 -3.014786 -0.251559 -0.078 -0.490 0.074
C -1.520800 -4.075864 0.324364 -0.360 0.138 -0.174
C -0.159372 -3.988114 0.665710 0.381 0.212 0.050
C 0.525324 -2.833080 0.449685 0.201 -0.382 0.201
C -0.087700 -1.688564 -0.130875 -0.254 0.341 -0.103
H 6.131580 2.184895 0.977497 -0.011 0.045 0.022
H 7.342893 1.498391 2.076038 0.001 0.105 0.042
H 5.623069 1.318471 2.447206 -0.033 0.065 0.073
H 8.306461 0.170925 0.291001 0.070 0.007 -0.085
H 7.270645 -0.950512 -0.601888 0.048 -0.044 -0.073
H 7.136061 0.802164 -0.881354 0.026 -0.005 -0.039
H 4.466686 -0.505396 1.550571 -0.035 -0.095 -0.051
H 5.161979 -1.434910 0.213029 -0.090 -0.023 0.058
H 4.035928 1.409934 0.050174 0.062 0.047 -0.052
H 4.847170 0.583503 -1.289780 0.021 0.095 0.048
H 3.811449 -1.141275 -2.430929 0.030 -0.045 -0.065
H 3.400632 -2.199026 -1.061838 0.013 -0.043 -0.029
H 2.119300 -1.526527 -2.086625 0.026 -0.109 -0.070
H 2.245779 -1.040233 0.933155 -0.051 0.145 0.006
H 1.974689 0.693110 0.788711 0.021 -0.045 0.026
H 1.700203 1.843666 -1.045617 0.093 0.038 0.034
H 0.635665 3.683260 -2.242772 0.095 0.045 0.008
H -1.699355 3.460265 -3.026490 -0.073 0.021 -0.053
H -2.953799 1.450569 -2.587776 -0.048 0.005 0.019
H -3.965981 0.018303 -1.992280 0.065 -0.120 -0.012
H -3.749464 -1.722354 -2.098652 -0.024 0.075 -0.018
H -5.944714 -2.017126 -1.213993 -0.095 -0.009 -0.041
H -6.337747 -1.353047 0.377940 -0.094 -0.011 0.023
H -6.187030 -0.270104 -1.025517 -0.042 0.003 -0.008
H -3.005746 -0.285939 1.075714 -0.058 0.014 0.154
H -4.622391 -0.562482 1.735907 0.092 0.016 0.034
H -5.492106 1.446968 0.671427 0.013 -0.013 -0.119
H -4.041034 1.619391 -0.330182 -0.083 -0.013 -0.084
H -3.988046 2.841363 3.587775 -0.018 -0.026 0.104
H -3.814069 1.083081 3.423962 -0.014 -0.028 0.049
H -5.348854 1.877817 2.998016 -0.083 -0.022 0.076
H -2.128036 2.579147 0.487894 0.088 0.022 -0.065
H -2.099544 3.217448 2.137630 0.103 0.014 0.013
H -1.841182 1.485346 1.857656 0.045 -0.019 0.008
H -3.190965 -3.087760 -0.500543 -0.084 -0.019 -0.018
H -2.059589 -4.992410 0.514925 -0.088 -0.048 -0.016
H 0.338804 -4.843217 1.099417 0.080 -0.029 0.032
H 1.571526 -2.802336 0.708616 0.048 0.002 0.026
```
Positions in Å, forces in eV/Å.

Listed below, in e, are the natural (NBO) charges computed for each atom: atom 1 (C): -0.41, atom 2 (N): -0.44, atom 3 (C): -0.41, atom 4 (C): -0.23, atom 5 (C): -0.23, atom 6 (N): -0.45, atom 7 (C): -0.41, atom 8 (C): -0.27, atom 9 (C): 0.10, atom 10 (C): 0.00, atom 11 (C): -0.19, atom 12 (C): -0.22, atom 13 (C): -0.20, atom 14 (C): -0.20, atom 15 (C): -0.12, atom 16 (C): 0.11, atom 17 (C): -0.27, atom 18 (N): -0.45, atom 19 (C): -0.41, atom 20 (C): -0.25, atom 21 (C): -0.24, atom 22 (N): -0.44, atom 23 (C): -0.41, atom 24 (C): -0.41, atom 25 (C): -0.10, atom 26 (C): -0.12, atom 27 (C): -0.24, atom 28 (C): -0.21, atom 29 (C): -0.19, atom 30 (C): -0.09, atom 31 (H): 0.16, atom 32 (H): 0.20, atom 33 (H): 0.20, atom 34 (H): 0.20, atom 35 (H): 0.20, atom 36 (H): 0.16, atom 37 (H): 0.19, atom 38 (H): 0.19, atom 39 (H): 0.19, atom 40 (H): 0.19, atom 41 (H): 0.20, atom 42 (H): 0.16, atom 43 (H): 0.21, atom 44 (H): 0.18, atom 45 (H): 0.21, atom 46 (H): 0.23, atom 47 (H): 0.21, atom 48 (H): 0.21, atom 49 (H): 0.21, atom 50 (H): 0.18, atom 51 (H): 0.21, atom 52 (H): 0.20, atom 53 (H): 0.20, atom 54 (H): 0.16, atom 55 (H): 0.21, atom 56 (H): 0.20, atom 57 (H): 0.19, atom 58 (H): 0.19, atom 59 (H): 0.20, atom 60 (H): 0.16, atom 61 (H): 0.20, atom 62 (H): 0.21, atom 63 (H): 0.20, atom 64 (H): 0.16, atom 65 (H): 0.22, atom 66 (H): 0.21, atom 67 (H): 0.21, atom 68 (H): 0.21